1:
Molecular formula: C2H10N2S
Method: DFT, wB97M-V/def2-TZVPD

Calculated values
- HOMO (eV) = -9.042

Geometry as XYZ:
```
15
Properties=species:S:1:pos:R:3:lowdin_charge:R:1
N -1.5340 -3.3036 -2.9293 -0.07
C -2.1984 -2.6427 -1.7783 -0.38
N -2.3719 -1.1683 -1.5469 -0.03
H -1.6285 -4.2840 -2.7447 0.03
H -0.3903 -3.2409 -2.8192 0.13
H -1.4742 -2.9909 -0.9648 0.11
H -3.1549 -3.1462 -1.7663 0.09
H -2.4906 -0.7606 -2.5268 0.08
H -3.1981 -0.8026 -1.1141 0.04
C 3.2780 3.3528 2.7063 -0.48
S 2.0828 3.9193 3.9972 0.56
H 3.8476 2.6622 3.3125 0.00
H 3.9866 4.1465 2.4719 0.03
H 2.8481 2.9562 1.8257 0.01
H 2.3977 5.3029 3.8768 -0.12
```

2:
Molecular formula: C2H10N2S
Method: DFT, wB97M-V/def2-TZVPD

Calculated values
- HOMO (eV) = -8.919

Geometry as XYZ:
```
15
Properties=species:S:1:pos:R:3:lowdin_charge:R:1
N 1.4780 -1.6340 0.1979 -0.01
C 0.8307 -0.4448 -0.3524 -0.34
C -0.6818 -0.6282 -0.4469 -0.34
N -1.2403 0.5171 -1.1806 -0.05
H 0.0553 0.7155 1.5870 0.07
H 1.7340 -1.6040 1.1715 0.06
H 2.1934 -2.0484 -0.3707 0.06
H 1.2010 0.4960 0.0626 0.07
H 1.1349 -0.4417 -1.4070 0.11
H -0.8844 -1.5589 -0.9860 0.11
H -1.1819 -0.6923 0.5286 0.08
H -2.2254 0.3836 -1.3733 0.06
H -1.1668 1.3682 -0.6059 -0.05
S -0.9625 2.2078 1.5624 0.42
H -0.2841 3.3641 1.6128 -0.24
```

Most stable: 1. Least stable: 2.

1:
Molecular formula: C8H12N4
Method: DFT, wB97M-V/def2-TZVPD

Calculated values
- HOMO (eV) = -8.264

Geometry as XYZ:
```
24
Properties=species:S:1:pos:R:3:lowdin_charge:R:1
C -1.6667 -0.8093 -3.6318 -0.05
C -1.6177 0.1254 -2.4684 -0.37
C -0.6070 0.8535 -1.9353 -0.08
N -1.1070 1.4455 -0.7941 0.05
C -2.3755 0.9648 -0.6551 -0.21
N -2.6993 0.1691 -1.6227 0.09
H -1.5045 -1.8259 -3.2819 0.07
H -0.8978 -0.6421 -4.3866 0.07
H -2.6369 -0.7150 -4.1148 0.07
H 0.3894 1.0321 -2.2961 0.11
H -0.6058 2.0963 -0.2345 0.12
H -2.9261 1.2383 0.2318 0.11
C 0.7305 -2.0507 1.8918 -0.05
C 1.2698 -0.6634 1.9833 -0.36
C 2.5500 -0.2928 2.2848 -0.07
N 2.5349 1.0813 2.3082 0.04
C 1.2546 1.4662 2.1039 -0.22
N 0.4581 0.4408 1.9514 0.09
H 0.7098 -2.5325 2.8714 0.07
H 1.3047 -2.6406 1.1870 0.07
H -0.3299 -2.0473 1.6406 0.07
H 3.4533 -0.8698 2.3032 0.11
H 3.3246 1.6651 2.5175 0.14
H 0.9944 2.5108 2.1464 0.11
```

2:
Molecular formula: C8H12N4
Method: DFT, wB97M-V/def2-TZVPD

Calculated values
- HOMO (eV) = -11.474

Geometry as XYZ:
```
24
Properties=species:S:1:pos:R:3:lowdin_charge:R:1
C -8.0494 -2.5027 6.2299 -0.09
C -7.6747 -3.7595 5.7035 -0.26
N -7.4006 -4.7943 5.1880 0.15
H -8.1909 -2.4587 7.3098 0.05
H -9.0107 -2.2008 5.8141 0.09
H -7.3889 -1.7234 5.8496 0.09
C -5.3729 -6.7374 6.6354 -0.10
C -6.6423 -7.2896 7.0277 -0.31
N -7.6572 -7.7708 7.3937 0.13
H -5.3745 -5.7061 6.9882 0.06
H -5.3449 -6.8214 5.5490 0.08
H -4.4516 -7.0667 7.1160 0.09
C -9.8325 -3.1529 12.5328 -0.07
C -10.4822 -1.8636 12.5830 -0.30
N -10.9772 -0.8269 12.6250 0.13
H -10.5974 -3.9274 12.4763 0.09
H -9.3887 -3.2450 13.5241 0.09
H -9.1373 -3.1258 11.6937 0.06
C -6.8260 -5.4735 9.9383 -0.08
C -7.0658 -4.1017 9.7108 -0.28
N -7.2411 -2.9673 9.5236 0.15
H -5.8798 -5.8251 9.5269 0.08
H -7.5885 -6.1099 9.4891 0.07
H -6.7775 -5.6050 11.0192 0.09
```

3:
Molecular formula: C8H12N4
Method: DFT, wB97M-V/def2-TZVPD

Calculated values
- HOMO (eV) = -8.080

Geometry as XYZ:
```
24
Properties=species:S:1:pos:R:3:lowdin_charge:R:1
C 4.2838 1.2490 -1.4879 -0.04
C 2.8604 0.9966 -1.0911 -0.28
C 1.8299 0.1816 -1.5162 -0.09
N 0.6944 0.4239 -0.7951 0.01
C 0.9863 1.4725 0.1118 -0.19
N 2.2275 1.8459 -0.1148 0.06
H 4.7705 2.0552 -1.0141 0.06
H 4.3048 1.5768 -2.4863 0.06
H 4.7527 0.3891 -1.2378 0.04
H 1.6334 -0.6403 -2.1184 0.09
H -0.0824 -0.1761 -0.9302 0.08
H 0.1024 1.7481 0.7547 0.11
C -0.9913 -0.9353 2.3627 -0.04
C -2.0373 -0.7720 1.2754 -0.39
C -3.2420 -1.4492 1.2371 -0.11
N -3.8645 -1.1471 0.0334 0.02
C -2.9676 -0.2062 -0.5364 -0.18
N -1.9356 0.0833 0.2339 0.07
H -0.7259 -0.0233 3.0263 0.11
H -0.0748 -1.1906 1.7546 0.09
H -1.3215 -1.6998 3.0077 0.04
H -3.2862 -2.5060 1.6918 0.14
H -4.7137 -1.4483 -0.6336 0.21
H -3.2033 0.1719 -1.5277 0.11
```

Most stable: 1. Least stable: 3.

1:
Molecular formula: CH2Cl4Si
Method: DFT, wB97M-V/def2-TZVPD

Calculated values
- HOMO (alpha / beta) (eV) = -8.705 / -7.074

Geometry as XYZ:
```
8
Properties=species:S:1:pos:R:3:lowdin_charge:R:1
C 0.3273 -0.9015 -1.3620 -1.11
Si -0.6557 0.9329 1.3690 -0.34
Cl 2.0592 -0.8793 -0.9821 0.42
Cl -0.1275 0.0255 -2.7407 0.47
Cl 0.4870 2.3768 1.8696 0.35
Cl -0.2422 -0.4589 2.6518 0.30
H 0.0427 -2.0479 -1.6113 0.04
H -1.8908 0.9524 0.8058 -0.13
```

2:
Molecular formula: CH2Cl4Si
Method: DFT, wB97M-V/def2-TZVPD

Calculated values
- HOMO (alpha / beta) (eV) = -8.697 / -8.675

Geometry as XYZ:
```
8
Properties=species:S:1:pos:R:3:lowdin_charge:R:1
C -0.4501 -0.2818 0.1364 -0.86
Si -2.2776 0.2250 -0.0291 -0.01
Cl -0.2016 -1.9650 0.5695 0.54
Cl -3.2245 -0.3467 -1.6694 0.43
Cl 0.3433 2.9118 -0.1970 -0.46
Cl -3.3661 0.4324 1.6911 0.37
H 0.1792 0.4331 0.7232 -0.01
H 0.1854 -0.0237 -0.6787 0.00
```

Most stable: 2. Least stable: 1.

1:
Molecular formula: C2H2Cl3NO
Method: DFT, wB97M-V/def2-TZVPD

Calculated values
- HOMO (eV) = -10.079

Geometry as XYZ:
```
9
Properties=species:S:1:pos:R:3:lowdin_charge:R:1
C 0.8445 1.1605 0.0183 0.08
N 1.4944 0.6214 -0.7823 -0.22
O 1.8862 -0.0500 -1.6907 0.01
H 0.2073 1.3538 0.9046 0.01
Cl -1.6591 -1.4417 -0.1459 0.56
C -2.3099 0.1755 -0.2089 -1.41
Cl -4.0749 0.1716 -0.4930 0.52
Cl -2.0012 1.0232 1.4692 0.46
H -1.8598 0.6321 -1.0387 -0.01
```

2:
Molecular formula: C2H2Cl3NO
Method: DFT, wB97M-V/def2-TZVPD

Calculated values
- HOMO (alpha / beta) (eV) = -10.129 / -8.963

Geometry as XYZ:
```
9
Properties=species:S:1:pos:R:3:lowdin_charge:R:1
C 0.5571 0.1182 -0.1538 -0.60
C -0.8525 -0.2933 0.0498 -1.50
N 1.5615 0.7067 0.5256 0.12
O 1.0455 1.2399 -0.7353 0.02
Cl -1.0685 -1.6393 1.1872 0.60
Cl -1.6249 1.2637 0.6895 0.55
Cl -1.5815 -0.6686 -1.5608 0.56
H 0.7351 -1.8524 -1.4123 0.14
H 1.2281 1.1250 1.4101 0.12
```

Most stable: 1. Least stable: 2.

1:
Molecular formula: CH10O4
Method: DFT, wB97M-V/def2-TZVPD

Calculated values
- HOMO (eV) = -10.713

Geometry as XYZ:
```
15
Properties=species:S:1:pos:R:3:lowdin_charge:R:1
C 1.7691 -0.0790 1.6804 -0.15
O 1.5001 -0.4405 0.3376 -0.15
H 1.5151 -0.9784 2.2627 0.09
H 2.8003 0.2489 1.8168 0.08
H 1.0714 0.6745 2.0659 0.07
H 1.7903 0.3093 -0.2007 0.09
O -2.6662 0.2992 -1.0695 -0.06
H -3.3378 -0.3468 -0.8271 0.05
H -2.0333 -0.2358 -1.5765 0.02
O -0.6309 1.6095 0.2834 -0.08
H -0.7218 0.7052 0.6046 0.01
H -1.4244 1.6783 -0.2668 0.01
O -0.1866 -1.3653 -1.8273 -0.06
H 0.1993 -1.3138 -0.9347 0.02
H 0.3554 -0.7653 -2.3487 0.05
```

2:
Molecular formula: CH10O4
Method: DFT, wB97M-V/def2-TZVPD

Calculated values
- HOMO (eV) = -10.382

Geometry as XYZ:
```
15
Properties=species:S:1:pos:R:3:lowdin_charge:R:1
C 1.0664 0.2209 -3.1858 -0.17
O 0.2848 -0.8986 -2.7745 -0.12
H 0.9114 1.0516 -2.4992 0.06
H 2.1385 -0.0283 -3.1621 0.08
H 0.8875 0.5182 -4.2172 0.07
H 0.0409 -0.7551 -1.8565 0.05
O 1.1541 0.5397 0.1600 -0.04
H 1.4783 1.3831 -0.1694 0.05
H 1.8070 0.2675 0.8133 0.06
O -1.3631 -0.2811 1.6590 -0.05
H -1.4705 0.6160 1.3290 0.05
H -0.5567 -0.5882 1.2330 0.02
O -2.0276 -0.4744 4.5433 -0.07
H -1.7810 -0.3052 3.6246 -0.02
H -2.5699 -1.2662 4.5026 0.03
```

Most stable: 1. Least stable: 2.

1:
Molecular formula: C5H7IS
Method: DFT, wB97M-V/def2-TZVPD

Calculated values
- HOMO (eV) = -8.658

Geometry as XYZ:
```
14
Properties=species:S:1:pos:R:3:lowdin_charge:R:1
I 1.6513 2.9385 -3.2326 0.82
C 1.7644 1.3323 -1.9164 -1.12
C 1.4380 0.0191 -2.2643 -0.22
C 1.7704 -0.8612 -1.1874 -0.19
C 2.1338 -0.1792 -0.0845 -0.48
S 2.3451 1.4480 -0.3211 0.94
H 0.9995 -0.3179 -3.1832 0.09
H 1.5960 -1.8857 -1.1294 0.08
H 2.5334 -0.4151 0.8983 0.07
C -0.9789 0.8588 1.2722 -0.07
H -0.2892 1.6578 1.0161 -0.02
H -0.7806 0.4427 2.2768 0.01
H -0.8804 0.0116 0.5511 0.02
H -2.0438 1.3435 1.3784 0.06
```

2:
Molecular formula: C5H7IS
Method: DFT, wB97M-V/def2-TZVPD

Calculated values
- HOMO (eV) = -8.325

Geometry as XYZ:
```
14
Properties=species:S:1:pos:R:3:lowdin_charge:R:1
C -0.9304 0.6869 0.8667 -0.13
C 0.4078 -0.0262 0.8615 -0.66
S 0.2206 -1.8652 0.8024 0.92
C 0.4023 -1.8898 -0.8854 -0.47
C 0.8457 -0.7829 -1.4158 -0.27
C 1.2327 0.1954 -0.3937 -0.73
I 3.3636 -0.0081 0.0950 0.77
H -1.4773 0.6403 -0.0501 0.06
H -0.9446 1.7749 1.2106 0.10
H -1.6980 0.2390 1.5593 0.08
H 0.9771 0.2042 1.8282 0.10
H 0.1876 -2.6772 -1.5706 0.08
H 0.8256 -0.7276 -2.4379 0.08
H 1.2314 1.2384 -0.6114 0.06
```

Most stable: 2. Least stable: 1.

1:
Molecular formula: H5NOSi
Method: DFT, wB97M-V/def2-TZVPD

Calculated values
- HOMO (alpha / beta) (eV) = -10.739 / -6.802

Geometry as XYZ:
```
8
Properties=species:S:1:pos:R:3:lowdin_charge:R:1
N 0.9695 1.4492 -1.1097 0.06
O 0.1228 -1.6689 0.6636 -0.36
Si -1.0996 -0.7045 0.5795 0.52
H 1.7051 1.6456 -0.4029 -0.03
H 0.7891 2.2918 -1.4763 -0.12
H 0.9467 -1.6160 0.0641 0.11
H -1.1296 -0.0085 1.8781 -0.11
H -2.3039 -1.3887 -0.1964 -0.08
```

2:
Molecular formula: H5NOSi
Method: DFT, wB97M-V/def2-TZVPD

Calculated values
- HOMO (eV) = -9.109

Geometry as XYZ:
```
8
Properties=species:S:1:pos:R:3:lowdin_charge:R:1
N 0.5547 0.3421 1.5453 -0.10
O -0.7473 -0.0051 1.1450 -0.21
Si 0.4874 -0.1725 -1.9170 0.55
H 0.5082 0.6506 2.5603 0.10
H 0.8155 1.1593 0.9049 0.06
H -0.8994 0.3812 -2.4534 -0.23
H -0.7512 -0.7077 0.4498 0.05
H 0.0321 -1.6480 -2.2350 -0.23
```

Most stable: 1. Least stable: 2.

1:
Molecular formula: C2H4ClI
Method: DFT, wB97M-V/def2-TZVPD

Calculated values
- HOMO (eV) = -8.934

Geometry as XYZ:
```
8
Properties=species:S:1:pos:R:3:lowdin_charge:R:1
C 1.2947 0.1903 0.1053 -0.09
C -1.8373 -0.3373 -0.7653 -1.15
Cl -1.5872 -1.6383 0.1380 0.56
I -3.0805 1.1234 0.1523 0.63
H 1.4688 1.2620 0.5314 0.06
H 0.6257 0.1435 -0.8446 0.02
H 2.2355 -0.3190 -0.1827 0.02
H 0.8802 -0.4246 0.8656 -0.04
```

2:
Molecular formula: C2H4ClI
Method: DFT, wB97M-V/def2-TZVPD

Calculated values
- HOMO (eV) = -8.873

Geometry as XYZ:
```
8
Properties=species:S:1:pos:R:3:lowdin_charge:R:1
C -0.1728 -0.0699 -0.2734 -0.08
C -1.2746 -1.7718 2.0242 -1.10
Cl -1.0095 -1.3199 3.5984 0.53
I -3.2634 -1.7300 1.2692 0.65
H -0.4102 0.7822 0.3103 0.01
H -0.8119 -0.9255 -0.2127 -0.08
H -0.3859 0.0328 -1.3548 0.03
H 0.8249 -0.5211 -0.0906 0.04
```

Most stable: 1. Least stable: 2.